{
  "formula": "C7H10",
  "method": "the ωB97M-V functional and the def2-TZVPD basis",
  "elements": ["C", "C", "C", "C", "C", "C", "C", "H", "H", "H", "H", "H", "H", "H", "H", "H", "H"],
  "positions_angstrom": [[-0.204, -0.410, 0.080], [0.739, -0.898, -0.863], [1.970, 0.268, 1.044], [0.587, -0.329, 1.324], [-1.477, 0.103, -0.034], [0.958, 1.008, 1.680], [-2.182, 0.071, -1.477], [0.873, -0.333, -1.765], [1.573, -1.518, -0.483], [2.857, -0.258, 1.343], [2.186, 0.724, 0.031], [0.521, -1.114, 2.000], [-2.105, 0.578, 0.845], [0.824, 2.031, 1.485], [-2.539, 1.120, -1.699], [-3.092, -0.612, -1.391], [-1.488, -0.432, -2.119]],
  "lowdin_charge": [-0.36, 0.04, -0.18, -0.26, -0.06, -0.01, -0.09, 0.06, 0.08, 0.10, 0.13, 0.13, 0.14, 0.08, 0.08, 0.08, 0.03],
  "charge": 0
}

***

{
  "formula": "C7H10",
  "method": "the ωB97M-V functional and the def2-TZVPD basis",
  "elements": ["C", "C", "C", "C", "C", "C", "C", "H", "H", "H", "H", "H", "H", "H", "H", "H", "H"],
  "positions_angstrom": [[-1.932, 0.427, -0.108], [-1.357, -0.853, -0.646], [-0.243, -1.444, -0.205], [1.342, 1.089, -1.020], [1.773, 0.904, 0.231], [1.197, 0.031, 1.267], [0.426, -1.042, 1.051], [-2.104, 1.127, -0.935], [-2.897, 0.273, 0.390], [-1.254, 0.909, 0.601], [-1.884, -1.307, -1.484], [0.137, -2.325, -0.725], [0.398, 0.702, -1.380], [1.955, 1.616, -1.742], [2.710, 1.378, 0.523], [1.527, 0.215, 2.289], [0.207, -1.701, 1.892]],
  "lowdin_charge": [-0.10, -0.18, -0.14, 0.02, -0.17, -0.13, -0.11, 0.08, 0.08, 0.07, 0.10, 0.11, 0.03, 0.05, 0.09, 0.10, 0.11],
  "smiles": "C=C/C=C\\C=C/C",
  "charge": 0
}

***

{
  "formula": "C7H10",
  "method": "the ωB97M-V functional and the def2-TZVPD basis",
  "elements": ["C", "C", "C", "C", "C", "C", "C", "H", "H", "H", "H", "H", "H", "H", "H", "H", "H"],
  "positions_angstrom": [[-1.283, -0.394, 0.189], [-2.503, 0.056, -0.094], [1.052, 0.345, -0.316], [-0.071, -0.260, -0.676], [-0.314, -1.230, -1.847], [2.024, 0.659, 1.916], [1.197, 1.079, 0.972], [-1.162, -0.903, 1.143], [-2.546, 0.757, -0.958], [-3.367, -0.201, 0.506], [1.906, 0.116, -0.964], [0.476, -1.987, -1.851], [-1.252, -1.778, -1.973], [-0.312, -0.485, -2.680], [2.778, -0.119, 1.870], [2.037, 1.162, 2.880], [0.434, 1.845, 0.981]],
  "lowdin_charge": [-0.18, 0.00, -0.10, -0.31, -0.06, 0.00, -0.17, 0.11, 0.08, 0.05, 0.12, 0.08, 0.07, 0.09, 0.06, 0.05, 0.11],
  "smiles": "C=C/C=C(/C)C=C",
  "charge": 0
}

***

Let's list relative energy (zero: lowest compared OMol25 entry of this formula, charge and spin) in order: 6.553; 1.871; 2.755 eV.